(1)
An isolated molecule of C10H19OP. Source: OMol25; level of theory: ωB97M-V with the def2-TZVPD basis set.

Structure (XYZ):
```
31
C10H19OP, DFT ωB97M-V with the def2-TZVPD basis set
P -0.81 0.07 -0.78
O -1.25 0.43 -2.13
C -2.11 -0.80 0.28
C -0.21 1.15 1.88
C -3.07 -1.18 0.88
C -1.64 2.38 0.34
C 0.84 2.24 -0.11
C -0.11 -2.21 -1.82
C 1.77 -0.78 -1.30
C 0.44 -1.31 -0.82
C 0.54 -2.12 0.51
C -0.31 1.50 0.41
H -1.92 2.58 -0.72
H 1.09 2.12 -1.21
H 1.66 1.84 0.50
H -1.19 0.69 2.01
H 1.62 -0.10 -2.08
H 0.65 0.45 2.22
H 1.19 -1.42 1.13
H -3.51 -1.62 1.68
H -2.32 1.69 0.89
H 0.75 3.28 0.05
H -1.49 3.28 1.01
H -0.48 -2.28 0.86
H -0.03 2.06 2.47
H 1.09 -3.16 0.49
H 2.40 -0.19 -0.45
H -0.36 -1.66 -2.80
H -1.03 -2.82 -1.53
H 2.55 -1.53 -1.45
H 0.81 -2.91 -1.99
```

Output
HOMO = -9.74 eV
SMILES = C#CP(=O)(C(C)(C)C)C(C)(C)C
E_LUMO = 0.75 eV
total charge = 0

Löwdin population analysis, charges in e, atoms 1 to 2: atom 1 (P): 0.76, atom 2 (O): -0.30

(2)
The ion C10H20BFN4O4P with charge +1. Source: OMol25; level of theory: ωB97M-V with the def2-TZVPD basis set.

Structure (XYZ):
```
41
C10H20BFN4O4P, DFT ωB97M-V with the def2-TZVPD basis set
P 1.17 0.60 2.24
F 0.31 -2.75 -1.46
O 3.90 2.28 0.12
O 2.00 1.27 -0.26
O 1.00 -0.22 -2.53
O 1.58 -2.31 0.40
N 2.91 2.06 0.64
N 0.05 0.08 -0.20
N -2.81 -0.27 0.11
N 0.39 1.96 2.36
C -0.91 1.46 -2.29
C 1.41 0.17 0.40
C 3.48 -1.06 0.91
C 0.31 -2.42 -0.12
C -2.00 -1.36 -0.43
C -0.64 2.90 -1.74
C -0.60 -1.22 0.15
C 2.25 -1.08 0.09
C 4.46 -1.03 1.59
C -3.68 -0.73 1.20
B 0.11 0.40 -1.73
H -1.91 1.11 -2.02
H -1.51 3.28 -1.21
H -0.50 0.85 0.24
H -2.38 -2.31 -0.04
H 0.25 2.97 -1.11
H 5.23 -1.16 2.31
H -0.44 3.54 -2.60
H -4.11 0.09 1.76
H -3.34 0.19 -0.61
H -0.50 1.84 2.82
H 0.66 -1.00 -3.00
H 0.46 -0.46 2.84
H 2.43 0.63 2.86
H -0.72 -1.22 1.24
H -4.49 -1.35 0.80
H -2.03 -1.45 -1.52
H 2.58 -1.11 -0.95
H -3.14 -1.37 1.90
H -0.16 -3.26 0.41
H -0.84 1.46 -3.37
```

Output
HOMO = -12.54 eV
SMILES = C#C[C@H]1O[C@H](F)[C@H](CNC)[N@H+](B(O)CC)[C@@]1(ON=O)[PH2]=N
E_LUMO = -3.94 eV
total charge = +1

Löwdin population analysis, charges in e, atoms 1 to 2: atom 1 (P): 0.82, atom 2 (F): 0.07

(3)
The ion C10H20BIN3O4 with charge +1. Source: OMol25; level of theory: ωB97M-V with the def2-TZVPD basis set.

Structure (XYZ):
```
39
C10H20BIN3O4, DFT ωB97M-V with the def2-TZVPD basis set
I -0.42 2.85 1.69
O 3.83 -0.35 1.36
O 0.32 1.55 -5.18
O 2.01 -1.74 1.90
O -1.29 0.58 -3.95
N -1.60 -0.60 2.66
N 0.42 0.45 3.25
N -0.14 -1.74 4.09
C -1.27 -1.21 -0.99
C -1.08 -0.10 1.33
C -0.46 1.63 -4.28
C 1.47 0.61 0.96
C -0.82 -1.36 0.47
C -0.35 -0.39 -1.89
C -0.64 2.86 -3.44
C -0.44 -0.65 3.40
C 0.19 0.72 1.77
C -0.64 -0.56 -3.38
B 2.48 -0.54 1.41
H -0.49 0.67 -1.65
H 0.70 -0.61 -1.66
H -1.84 0.47 0.81
H -1.31 -1.40 -3.55
H -1.43 -2.15 0.91
H 4.19 -0.06 0.52
H -0.01 1.25 3.72
H -0.11 -2.63 3.61
H 0.21 -1.70 0.51
H 2.05 1.53 1.09
H 1.21 0.57 -0.10
H 0.28 -0.74 -3.94
H -2.20 0.12 3.08
H -2.29 -0.82 -1.03
H 2.63 -2.13 2.53
H -0.30 3.72 -4.01
H -0.03 2.80 -2.54
H -1.29 -2.23 -1.40
H -1.68 3.01 -3.16
H 0.12 -1.68 5.07
```

Output
HOMO = -12.54 eV
SMILES = CC(=O)OCCCC[C@H]1NC(N)=[NH+][C@@]1(I)CB(O)O
E_LUMO = -5.61 eV
total charge = +1

Löwdin population analysis, charges in e, atoms 1 to 2: atom 1 (I): 0.96, atom 2 (O): 0.19

(4)
A structure of composition C10H20Br2IMoN5OSe. Source: OMol25; level of theory: ωB97M-V with the def2-TZVPD basis set.

Structure (XYZ):
```
41
C10H20Br2IMoN5OSe, DFT ωB97M-V with the def2-TZVPD basis set
I -3.24 -0.92 -1.75
Mo -0.60 -0.30 -0.51
Br -1.09 -2.08 3.81
Br 2.00 -1.26 3.14
Se -0.35 -2.39 0.10
O 0.81 -0.13 -2.12
N -1.62 1.40 -1.75
N 2.39 -0.72 -3.59
N 0.84 0.95 0.44
N 0.41 -1.90 -3.49
N -1.77 0.52 1.18
C 0.74 -2.64 3.62
C -2.77 1.02 -2.32
C -2.97 3.03 -3.54
C 1.19 -0.91 -3.04
C -1.75 3.44 -2.99
C -0.87 1.24 2.11
C 3.32 0.30 -3.13
C 0.19 1.96 1.32
C -1.11 2.59 -2.11
C -3.49 1.79 -3.21
H -0.24 2.73 0.67
H 3.70 0.07 -2.13
H 1.37 0.29 1.02
H -0.48 -2.05 -3.05
H -4.42 1.43 -3.64
H 0.93 2.44 1.97
H -3.49 3.68 -4.23
H -1.43 1.92 2.76
H -2.18 -0.28 1.67
H -0.16 2.85 -1.66
H -0.40 0.49 2.75
H 2.70 -1.35 -4.31
H -2.54 1.11 0.88
H 0.71 -2.54 -4.21
H 0.79 -3.41 2.86
H 1.51 1.38 -0.20
H 2.84 1.28 -3.14
H -1.31 4.39 -3.24
H 4.16 0.32 -3.82
H 1.06 -3.01 4.59
```

Output
HOMO (alpha / beta) = -14.13 / -14.12 eV
E_LUMO (alpha / beta) = -6.81 / -6.80 eV
total charge = +2

Löwdin population analysis, charges in e, atoms 1 to 2: atom 1 (I): 1.13, atom 2 (Mo): 0.76

(5)
The ion C10H20BrN2O3 with charge -1. Source: OMol25; level of theory: ωB97M-V with the def2-TZVPD basis set.

Structure (XYZ):
```
36
C10H20BrN2O3, DFT ωB97M-V with the def2-TZVPD basis set
Br 2.93 -1.52 0.29
O -0.39 -2.20 0.75
O -3.42 -1.45 -0.41
O -0.66 -0.52 2.19
N 1.15 0.75 -0.06
N 1.35 1.35 1.20
C -0.41 -1.00 1.07
C -0.28 -0.71 -1.45
C -0.16 0.04 -0.14
C -1.23 1.15 -0.01
C -3.55 -2.59 0.42
C -3.38 -0.22 0.29
C 4.58 1.13 0.33
C 2.30 0.16 -0.62
C 3.47 1.17 -0.71
C -2.63 0.83 -0.53
H -2.90 -3.37 0.01
H 1.75 2.26 1.11
H 5.15 2.07 0.26
H -1.22 -1.25 -1.46
H 2.09 -0.15 -1.63
H 1.85 0.75 1.85
H 5.29 0.33 0.15
H -4.40 0.12 0.52
H -1.31 1.42 1.04
H -2.86 -0.34 1.25
H 3.03 2.16 -0.76
H 0.50 -1.46 -1.57
H -4.59 -2.94 0.41
H -3.21 -2.38 1.43
H -2.64 0.55 -1.59
H 3.94 1.00 -1.68
H -0.27 -0.02 -2.30
H -0.86 2.03 -0.54
H 4.21 1.07 1.36
H -3.21 1.76 -0.47
```

Output
HOMO = -4.10 eV
SMILES = CC[C@@H](Br)N(N)[C@](C)(CCCOC)C(=O)[O-]
E_LUMO = 3.14 eV
total charge = -1

Löwdin population analysis, charges in e, atoms 1 to 2: atom 1 (Br): 0.66, atom 2 (O): -0.06

(6)
A cluster of 5 separate species, C10H20Cl10 in total. Source: OMol25; level of theory: ωB97M-V with the def2-TZVPD basis set.

Structure (XYZ):
```
40
C10H20Cl10, DFT ωB97M-V with the def2-TZVPD basis set
Cl 1.85 -3.03 0.71
Cl 3.40 0.93 -2.08
Cl -4.28 -0.60 1.53
Cl 4.63 -2.14 -2.40
Cl -2.44 0.04 -3.51
Cl 5.50 -0.68 1.48
Cl -4.37 2.25 -1.53
Cl 0.29 -0.75 3.20
Cl 0.34 0.33 -0.05
Cl -4.46 2.28 3.05
C -1.04 -0.03 1.04
C 5.44 -0.66 -2.90
C -5.79 0.28 1.76
C -5.81 1.13 3.01
C -1.98 1.69 -2.97
C -2.57 2.03 -1.65
C 2.99 -1.62 0.82
C -0.80 -1.21 1.93
C 4.44 -2.06 0.99
C 5.12 0.56 -2.05
H 5.66 1.40 -2.53
H -1.22 0.86 1.59
H -6.71 1.74 2.88
H -2.49 1.19 -1.01
H -2.13 2.88 -1.19
H 2.68 -1.11 1.76
H 4.41 -2.85 1.74
H 5.15 -0.41 -3.94
H -1.69 -1.60 2.44
H -0.23 -1.93 1.40
H 5.45 0.53 -1.01
H -6.61 -0.48 1.82
H -0.92 1.83 -2.93
H 2.79 -1.04 -0.10
H -1.90 -0.29 0.39
H 4.89 -2.58 0.17
H -5.77 0.63 3.89
H -2.34 2.42 -3.72
H 6.50 -0.74 -2.83
H -5.98 0.79 0.82
```

Output
HOMO = -10.49 eV
SMILES = ClCCCl.ClCCCl.ClCCCl.ClCCCl.ClCCCl
E_LUMO = 0.58 eV
total charge = 0

Löwdin population analysis, charges in e, atoms 1 to 2: atom 1 (Cl): 0.56, atom 2 (Cl): 0.56

Number 1: total energy -22011.5006 eV. Number 2: total energy -37516.0774 eV. Number 3: total energy -32126.0346 eV. Number 4: total energy -235568.4873 eV. Number 5: total energy -89860.0680 eV. Number 6: total energy -135919.2145 eV.